(i)
A structure of composition C23H41N2P3STb, computed with ωB97M-V/def2-TZVPD.

Atoms and positions in Å:
Tb 0.855 0.513 -0.864
P -1.593 -1.130 -0.201
P 1.908 -1.796 0.276
P 0.260 -1.696 -2.971
H 0.163 4.372 0.186
C -0.685 4.643 -0.490
C -1.768 3.886 -0.717
H -2.478 3.560 0.064
C -2.560 -0.901 1.336
C -1.364 -2.942 0.018
C -3.016 -1.155 -1.375
C 3.676 -1.308 0.265
C 1.707 -2.213 2.034
C 2.073 -3.473 -0.442
C -0.861 -0.937 -4.212
C -0.382 -3.429 -3.189
C 1.764 -1.928 -4.017
H -0.599 5.621 -1.007
H -2.062 3.522 -1.722
H -2.997 0.098 1.376
H -1.900 -1.035 2.196
H -3.353 -1.652 1.392
H -0.606 -3.138 0.784
H -1.058 -3.412 -0.919
H -2.310 -3.398 0.337
H -3.301 -0.119 -1.596
H -3.875 -1.664 -0.908
H -2.773 -1.668 -2.314
H 4.257 -2.187 0.564
H 3.857 -0.488 0.970
H 3.992 -1.004 -0.741
H 2.339 -3.069 2.291
H 0.676 -2.479 2.276
H 1.980 -1.371 2.673
H 2.750 -4.043 0.204
H 2.501 -3.432 -1.450
H 1.118 -4.006 -0.485
H -0.320 -0.755 -5.147
H -1.235 0.013 -3.817
H -1.725 -1.587 -4.391
H -0.280 -3.735 -4.243
H -1.436 -3.527 -2.924
H 0.162 -4.162 -2.589
H 1.637 -1.415 -4.977
H 1.933 -3.005 -4.153
H 2.635 -1.488 -3.498
C 2.018 3.299 -3.730
C 3.318 3.136 -4.268
C 3.546 3.559 -5.570
C 2.549 4.239 -6.293
C 1.415 4.698 -5.599
C 1.159 4.290 -4.294
S 1.515 2.247 -2.487
H 0.954 2.724 -1.232
H 4.108 2.625 -3.708
H 4.498 3.304 -6.049
H 2.646 4.396 -7.352
H 0.722 5.346 -6.117
H 0.324 4.702 -3.740
N -3.475 1.529 4.031
C -2.355 1.549 3.683
C -0.988 1.534 3.245
C 0.042 1.165 4.123
C 1.346 1.241 3.634
C 1.562 1.475 2.267
N 0.535 1.531 1.372
C -0.675 1.819 1.915
H -0.170 0.881 5.163
H 2.212 1.139 4.303
H 2.567 1.643 1.848
H -1.377 2.271 1.220

Computed properties:
Expectation value of S²: 12.623
Total charge: +3
Multiplicity: 7
HOMO level (spin up / spin down) in eV: -16.628 / -16.635
HOMO-LUMO gap (spin up / spin down) in hartree: 0.1892 / 0.2559

---

(ii)
A structure of composition C23H41N2P3STb, computed with ωB97M-V/def2-TZVPD.

Atoms and positions in Å:
Tb -0.957 -0.128 0.843
P -3.054 -0.280 -1.012
P -0.278 -2.887 0.545
P 0.533 -0.046 -1.579
H 0.642 1.340 2.503
C 0.592 1.697 1.457
C -0.543 2.297 0.941
H -1.440 2.495 1.557
C -4.744 -0.134 -0.323
C -3.375 -1.720 -2.108
C -3.116 1.151 -2.168
C 1.300 -3.182 1.448
C -1.380 -4.079 1.397
C 0.002 -3.811 -1.017
C 0.881 1.660 -2.159
C 0.090 -0.823 -3.175
C 2.236 -0.689 -1.337
H 1.564 1.716 0.947
H -0.556 2.814 -0.029
H -4.834 0.772 0.285
H -4.965 -1.002 0.307
H -5.466 -0.102 -1.148
H -3.484 -2.620 -1.489
H -2.555 -1.880 -2.818
H -4.309 -1.569 -2.668
H -3.041 2.077 -1.582
H -4.074 1.152 -2.705
H -2.292 1.126 -2.894
H 1.512 -4.260 1.490
H 1.206 -2.793 2.471
H 2.130 -2.668 0.945
H -0.978 -5.093 1.267
H -2.374 -4.037 0.940
H -1.467 -3.845 2.463
H 0.200 -4.865 -0.775
H 0.853 -3.414 -1.583
H -0.903 -3.759 -1.636
H 1.585 1.616 -3.002
H 1.317 2.263 -1.354
H -0.051 2.139 -2.485
H 0.920 -0.672 -3.880
H -0.818 -0.364 -3.589
H -0.088 -1.898 -3.050
H 2.848 -0.432 -2.213
H 2.236 -1.777 -1.195
H 2.683 -0.227 -0.446
C 5.589 3.177 -1.086
C 6.881 2.839 -0.643
C 7.657 3.785 0.032
C 7.161 5.076 0.254
C 5.890 5.425 -0.217
C 5.109 4.486 -0.893
S 4.555 2.013 -1.866
H 5.360 0.925 -1.759
H 7.251 1.833 -0.830
H 8.652 3.515 0.389
H 7.766 5.811 0.791
H 5.498 6.431 -0.058
H 4.121 4.741 -1.273
N -7.017 0.364 2.653
C -5.938 -0.002 2.933
C -4.606 -0.481 3.227
C -4.415 -1.735 3.821
C -3.115 -2.183 4.036
C -2.050 -1.420 3.551
N -2.257 -0.303 2.803
C -3.500 0.264 2.813
H -5.280 -2.332 4.119
H -2.916 -3.127 4.544
H -1.005 -1.658 3.791
H -3.581 1.298 2.480

Computed properties:
Expectation value of S²: 12.607
Total charge: +3
Multiplicity: 7
HOMO level (spin up / spin down) in eV: -13.897 / -13.897
HOMO-LUMO gap (spin up / spin down) in hartree: 0.0854 / 0.1044

---

Which of them is the least stable? Correct choice: (i).

---

(i)
The molecule C4H9NOS2, computed with ωB97M-V/def2-TZVPD.

Atoms and positions in Å:
C 1.525 2.257 1.449
S 2.180 0.909 0.343
S 0.834 0.307 -0.930
C 0.025 -1.160 -0.094
C -1.492 -1.246 0.319
N -1.808 -0.343 1.422
C -2.373 -0.934 -0.805
O -2.408 -1.550 -1.801
H 0.572 2.658 1.336
H 1.717 1.861 2.491
H 2.241 3.047 1.286
H 0.787 -1.301 0.628
H -0.081 -2.095 -0.808
H -1.815 -2.262 0.715
H -0.922 0.156 1.740
H -2.377 -0.498 2.149
H -2.528 0.280 -0.901

Computed properties:
Total charge: 0
HOMO level in eV: -8.980
HOMO-LUMO gap in hartree: 0.3544
SMILES string: CSSC[C@@H](N)C=O

---

(ii)
A structure of composition C4H9NOS2, computed with ωB97M-V/def2-TZVPD.

Atoms and positions in Å:
C 1.103 1.049 0.510
C 1.273 -0.517 0.234
C -0.704 -1.681 0.158
C -2.633 -0.393 -0.563
H 0.456 2.359 -1.229
H 2.305 3.143 -0.519
H 0.008 1.067 0.786
H 1.707 1.239 1.319
H 2.598 -0.872 0.226
H 0.865 -1.165 1.221
H 0.190 -1.819 1.144
H -1.103 -2.672 -0.215
H -2.591 -0.922 -1.477
N 1.590 1.932 -0.677
O -1.883 -0.816 0.519
S 0.231 -0.995 -1.177
S -3.413 1.062 -0.258

Computed properties:
Total charge: 0
HOMO level in eV: -8.830
HOMO-LUMO gap in hartree: 0.3174

---

(iii)
The molecule C4H9NOS2, computed with ωB97M-V/def2-TZVPD.

Atoms and positions in Å:
C -1.682 0.711 1.358
O -0.415 0.077 1.099
C -0.440 -0.929 0.165
C 0.756 -1.758 0.284
S -0.620 -0.233 -1.549
C 0.775 0.855 -1.817
N 1.393 1.411 -0.768
S 1.171 1.180 -3.371
H -2.003 1.333 0.487
H -2.508 -0.039 1.571
H -1.520 1.307 2.235
H -1.352 -1.472 0.226
H 1.633 -1.160 -0.126
H 0.992 -1.976 1.351
H 0.605 -2.693 -0.323
H 1.022 1.377 0.168
H 2.191 2.009 -0.989

Computed properties:
Total charge: 0
HOMO level in eV: -8.258
HOMO-LUMO gap in hartree: 0.3258
SMILES string: CO[C@H](C)SC(N)=S

---

Which of them is the least stable? Correct choice: (ii).

---

(i)
The molecule C4H9NOS2, computed with ωB97M-V/def2-TZVPD.

Atoms and positions in Å:
C -2.677 0.397 -0.578
S -1.583 -0.976 -0.628
C -0.150 -0.765 0.582
C -0.730 -0.264 2.053
C 1.087 0.042 0.004
S 2.540 -0.773 -0.430
N 1.236 1.432 0.131
O -0.015 2.113 -0.310
H -3.589 0.208 -1.259
H -3.272 0.385 0.297
H -2.423 1.509 -0.887
H 0.260 -1.791 0.590
H -1.003 0.798 2.290
H 0.291 -0.438 2.701
H -1.463 -1.062 2.315
H 2.039 1.932 -0.195
H 0.125 3.041 0.276

Computed properties:
Total charge: 0
HOMO level in eV: -8.547
HOMO-LUMO gap in hartree: 0.3039
SMILES string: CS[C@H](C)C(=S)NO

---

(ii)
A cluster of 2 separate species, C4H9NOS2 in total, computed with ωB97M-V/def2-TZVPD.

Atoms and positions in Å:
C -0.843 -1.740 -0.836
C -1.367 -1.179 0.482
C -0.325 -0.193 1.147
C 1.570 0.690 -0.095
H -1.485 -2.663 -1.174
H 0.118 -2.236 -0.605
H -0.996 -1.137 -1.832
H -1.509 -2.085 1.189
H -2.906 -0.477 -1.571
H 0.551 -0.808 1.525
H -0.621 0.253 2.052
H -1.329 0.987 -1.073
H 1.591 1.615 -0.785
N 0.326 0.768 0.312
O -2.607 -0.521 0.140
S -0.664 1.909 -0.242
S 2.598 -0.666 -0.084

Computed properties:
Total charge: 0
HOMO level in eV: -8.571
HOMO-LUMO gap in hartree: 0.2411

---

Which of them is the least stable? Correct choice: (ii).

---

(i)
The ion CH3ClO2PS with charge -1, computed with ωB97M-V/def2-TZVPD.

Atoms and positions in Å:
C -1.436 0.380 -0.180
S -0.007 1.356 0.231
P 1.280 -0.373 0.152
O 1.254 -1.025 1.498
O 0.971 -1.090 -1.111
Cl 3.188 0.341 0.114
H -2.271 0.917 0.036
H -1.635 -0.534 0.387
H -1.345 0.029 -1.127

Computed properties:
Total charge: -1
HOMO level in eV: -4.708
HOMO-LUMO gap in hartree: 0.3003
SMILES string: CS[P@@](=O)([O-])Cl

---

(ii)
A cluster of 2 separate species, CH3ClO2PS in total, computed with ωB97M-V/def2-TZVPD.

Atoms and positions in Å:
C -0.243 -1.353 0.217
O 1.165 0.439 -1.749
O -1.391 1.910 0.441
P 0.772 0.194 -0.362
S 1.485 -1.683 0.503
Cl 1.679 1.603 0.854
H -0.636 -1.952 -0.693
H -1.960 2.003 -0.349
H -0.871 -1.160 1.138

Computed properties:
Total charge: -1
HOMO level in eV: -3.751
HOMO-LUMO gap in hartree: 0.2515

---

Which of them is the least stable? Correct choice: (ii).